Formula: C44H70BN10O8Pb
Source: the Open Molecules 2025 dataset
Level of theory: ωB97M-V/def2-TZVPD

Geometry as XYZ:
```
134
Properties=species:S:1:pos:R:3:mulliken_charge:R:1
C -30.38730 -5.78204 -4.34387 -1.750
H -26.38180 -7.78300 -10.98364 -0.008
C -21.38535 -5.55287 -8.19254 -0.002
C -25.75586 -1.50720 -11.70837 0.921
N -20.75890 -6.36940 -7.69260 -0.558
C -20.34583 -2.83879 -9.43450 -1.570
H -28.90429 0.08196 -2.19300 0.455
H -25.88274 -13.19331 -7.22608 0.374
H -27.96209 -10.23750 -8.59260 0.364
C -25.68030 -4.99793 -9.37337 0.792
H -29.24083 -5.32639 -6.12815 0.071
N -29.17391 -0.04319 -5.32896 -0.465
H -27.39598 -9.78535 -6.97148 0.290
H -24.22456 -7.53393 -12.86938 0.265
H -24.16244 -4.91031 -2.53141 0.293
C -26.62066 -12.39084 -7.21668 -0.507
N -29.05340 -13.10309 -7.78427 -0.472
C -25.75773 4.25541 -3.50744 -0.404
H -27.04660 6.03150 -3.19683 0.369
H -22.56795 -5.48812 -2.17896 0.391
O -27.10130 -2.08909 -8.54708 -0.602
H -29.90443 -9.66881 -6.75728 0.308
O -27.54418 -0.05736 -7.75461 -0.487
H -26.76044 -1.49181 -12.13945 0.347
C -25.30054 -6.36183 -5.27985 0.160
C -26.15193 -1.66316 -6.48211 0.571
B -26.36655 -3.28576 -8.03477 0.660
C -25.79946 4.13202 -5.03446 -0.541
C -23.40206 -5.62785 -2.86488 -1.292
H -26.95650 -1.20726 -2.56289 0.403
C -22.68323 -0.00872 -7.18237 0.277
H -26.63729 -12.11125 -6.15586 0.248
H -22.80642 -0.58401 -8.09886 -0.032
H -20.09190 -1.78321 -9.35054 0.417
H -28.34174 -5.30698 -4.70186 0.066
H -28.27051 1.59270 -2.85378 0.313
H -23.92285 -5.12593 -6.25520 -0.796
C -32.65218 -9.63647 -7.01153 -0.555
C -24.29041 -5.30395 -5.23770 1.731
C -26.29163 -8.15162 -13.12625 -0.767
O -25.39744 -3.73933 -9.02350 -0.019
C -26.40136 0.44072 -1.29369 -1.582
C -29.31976 -5.00681 -5.08909 0.098
C -26.07570 -11.17036 -7.95320 -0.606
C -21.65422 -3.08767 -8.63918 0.128
N -27.22309 2.30974 -6.19191 -0.174
H -29.54252 -8.36895 -7.91943 -0.269
C -27.03965 -1.16112 -7.66021 0.211
H -27.93560 -8.37415 -11.67141 0.362
C -24.72751 -2.38449 -12.45528 0.236
C -27.07530 -10.02048 -7.98949 -0.791
H -24.92918 2.12486 -8.42895 0.284
O -25.76221 -2.87354 -6.78128 -0.233
H -24.64627 0.71177 -6.64567 -0.978
H -26.08136 5.08757 -5.50069 0.392
C -23.69172 1.11454 -6.96162 1.100
C -27.70912 -6.45295 -11.94804 0.187
H -24.34875 -3.14186 -11.76592 -0.280
H -22.80018 -0.76120 -6.39045 0.145
H -32.10690 -10.29691 -6.32411 0.236
C -29.42845 -3.47953 -4.96743 0.987
H -30.56923 -5.57031 -3.28697 0.392
O -27.36092 -4.34919 -7.90451 -0.372
H -27.83946 4.49607 -3.33611 0.276
H -31.38953 -5.62415 -4.75879 0.432
H -28.77525 -3.12608 -5.77346 -0.598
H -25.80501 -1.87113 -10.68638 -0.726
C -27.97086 -12.80675 -7.54204 0.326
H -25.97210 -9.18757 -12.98710 0.355
Pb -29.34039 1.63821 -7.51762 1.491
C -25.11024 -7.24516 -13.43026 -0.612
H -19.54385 -3.39582 -8.94690 0.365
H -23.16325 -4.68123 -8.42996 -1.503
H -30.17400 -6.84693 -4.44558 0.419
H -22.28701 -2.32692 -9.10196 -0.113
H -24.89337 -7.28711 -14.49964 0.416
H -31.34537 -9.97151 -8.72536 0.372
C -23.86281 2.03715 -8.20309 -1.272
C -22.16508 -4.50182 -8.84386 1.678
H -29.01587 -3.15989 -4.00953 0.307
N -25.11417 1.02591 -11.89848 -0.543
H -33.42513 -10.24767 -7.47369 0.364
H -26.77734 -9.05684 -8.40927 0.100
C -27.04360 -7.76315 -11.84602 0.212
C -31.59186 -9.18352 -8.01505 -0.554
C -33.18227 -8.60656 -6.12883 0.337
H -30.55224 -8.04857 -6.51045 0.034
H -25.41206 0.07001 -1.02547 0.404
N -20.18144 0.67210 -6.87016 -0.503
O -25.79497 -1.00595 -5.54892 -0.502
C -26.94271 -5.41971 -8.59123 -0.188
H -23.26546 1.79366 -6.21947 0.427
C -30.30584 -8.79424 -7.27102 -0.120
H -25.19273 -10.78369 -7.44248 0.334
C -28.23806 0.50591 -2.94699 -0.462
H -21.52075 -2.84295 -7.58515 0.497
H -20.46989 -3.15289 -10.46778 0.367
H -22.28819 -6.01235 -4.75103 0.425
N -31.76191 -2.37800 -5.34759 -0.558
H -23.46284 1.54326 -9.09041 0.426
N -28.23631 -5.43185 -11.96584 -0.639
H -27.00321 -8.22825 -13.95043 0.367
H -25.58346 3.26611 -3.07505 0.195
H -24.85051 4.76109 -3.16718 0.401
H -23.41440 3.01904 -8.08813 0.316
H -26.28279 -3.65813 -13.23881 0.298
H -27.06132 0.16459 -0.46410 0.415
H -22.70128 -4.35562 -4.33780 0.250
H -25.36064 -6.19633 -13.25734 -0.104
H -23.85048 -1.84331 -12.80862 0.524
C -26.86587 -0.12400 -2.62408 0.230
H -25.78808 -2.45891 -14.40759 0.393
H -23.88051 -6.58412 -2.63938 0.333
C -25.41734 -0.07946 -11.81759 0.040
H -26.36830 1.52807 -1.17576 0.281
C -28.73804 0.20276 -4.28921 0.198
C -26.60396 3.13827 -5.69564 0.259
H -22.32186 -4.70775 -9.90440 0.396
H -26.14632 0.07065 -3.41610 -0.009
O -25.14026 -5.65632 -10.20062 -0.519
H -26.98774 4.83862 -1.83358 0.350
C -26.95298 4.98722 -2.90971 -1.154
H -24.86795 -4.38438 -5.10585 -0.247
C -21.27410 0.36187 -7.01668 -0.222
C -30.74567 -2.88279 -5.17480 0.033
C -25.41461 -3.10305 -13.60576 -1.473
C -23.06874 -5.38713 -4.32431 -0.621
H -31.92803 -8.32352 -8.59784 0.333
H -24.75755 4.11594 -5.37334 0.246
H -25.74576 -11.36938 -8.97455 0.348
O -27.45040 -6.48984 -8.61098 -0.382
H -24.80206 -3.82723 -14.14853 0.338
N -26.12080 -7.16010 -5.30791 -0.542
N -33.56996 -7.76867 -5.44878 -0.477
```

Summary:
E_HOMO	-12.25	eV
charge	+1
ΔE to the lowest compared entry with this formula, charge and spin	99.15	kcal per mole
Kohn-Sham gap	5.872	eV


Formula: C44H70Cl2F24O10
Source: the Open Molecules 2025 dataset
Level of theory: ωB97M-V/def2-TZVPD

Geometry as XYZ:
```
150
Properties=species:S:1:pos:R:3:mulliken_charge:R:1
H -1.67194 1.59763 -6.25280 0.329
C -3.76521 -4.90802 -0.37527 -0.006
H 2.27130 -0.55748 1.12568 -0.759
H -3.16821 -4.87684 0.53881 0.340
C 1.42461 5.16305 -0.16461 -0.457
F -4.08027 -6.20134 -0.62677 -0.300
O -0.05985 3.59799 -2.48830 0.317
H 1.67048 5.23429 -1.22679 0.397
C 0.22695 -0.00071 0.88273 1.375
F -1.45349 -1.94462 9.54406 -0.272
C -3.55968 1.61320 0.36854 1.163
H 0.06078 -1.73493 -1.90131 -0.236
Cl -0.88249 2.50285 3.41930 0.017
O -3.60033 -0.66237 -5.02434 -0.524
H 7.35579 -0.12561 -0.44013 0.305
F 5.20982 4.28141 0.87067 -0.291
C 2.93122 3.67356 0.88800 0.853
C 3.38485 -4.50096 -4.57336 -0.580
H -2.66127 -2.76380 -6.37060 -0.019
C -3.36232 0.33963 -6.02001 -0.760
C -0.60872 -0.77170 -0.11593 0.103
H 0.17958 0.03880 -2.06657 -1.294
C 2.77145 -5.68749 -3.82403 -0.462
C 7.68831 -0.56192 0.50276 -0.539
O 6.91867 -1.73622 0.76345 -0.503
H 0.93682 -3.75881 -3.46395 -0.451
H -1.65312 -0.47992 -0.23846 0.079
H -1.73346 -0.18348 4.71175 -0.076
H 1.69630 -3.22524 -1.97969 -0.278
F -1.60003 -4.24362 -7.09696 -0.324
C -2.92228 2.92586 -0.01063 0.963
O 3.76177 -0.91060 4.29814 -0.405
C 0.82014 3.00165 -3.43215 -0.315
F 1.22024 7.50294 -0.09498 -0.328
F -0.33252 7.39822 2.24590 -0.310
H 3.06558 -2.37477 -4.13516 0.297
F -4.93227 -4.24023 -0.14417 -0.280
H -0.64600 -0.36264 -4.43953 0.316
F -4.06871 -4.85179 -5.65274 -0.316
C -3.77335 -4.51974 -2.88156 -1.326
H 0.15875 -0.37985 1.90689 -0.630
C -1.85187 0.56229 -5.96177 -0.519
H -3.23811 2.37962 3.36133 -0.203
H 4.41768 -4.59902 -4.89674 0.379
O -4.80415 3.40775 1.30790 -0.445
C 1.53429 -0.92111 5.00407 0.705
O -3.05472 -3.87544 -3.93434 -0.167
H 7.25459 -0.91284 3.32157 0.280
H 0.57950 -0.80455 4.48191 -0.765
H -3.91599 1.26533 -5.83156 0.352
H 1.06763 4.12972 -5.27773 0.374
H -3.39627 4.86176 0.85853 0.294
F 3.00117 2.97484 -0.25539 -0.261
C -3.44991 -1.05842 4.03522 0.902
F -2.17746 -5.66995 -4.95457 -0.292
F -0.04354 5.19363 2.24206 -0.053
H -2.49014 -1.35501 -3.39240 -0.446
F -3.69799 -2.82819 2.43928 -0.242
H -3.75944 -5.59433 -3.06969 0.519
C 3.22946 -2.14855 3.91719 -0.169
H 2.93523 -2.12355 2.85253 -0.046
H 1.98097 -6.20561 -4.37096 0.247
H -2.67120 4.04961 3.40203 0.345
O 1.57982 -0.90969 -0.81667 -0.404
O -2.33911 -1.56286 6.14678 -0.341
H -1.57301 4.97848 -2.52611 0.375
H 2.76038 -4.33553 -5.45767 0.193
H -2.99861 1.07093 1.12734 -0.645
H 1.84869 3.32701 -3.25159 0.265
H 2.47622 0.44008 3.46776 -0.106
C -2.89740 -4.53426 -5.10212 0.823
F -3.33297 -0.53945 7.87183 -0.292
C 5.89117 -1.48609 1.72410 0.318
C 0.46382 6.38339 1.81640 -0.042
H 2.53266 -2.59007 5.85647 0.276
H 0.81646 4.25503 -0.13580 0.122
C 2.09021 -2.30675 4.89786 -0.766
F 4.64028 2.48784 2.01850 -0.109
C -1.79348 -2.30401 8.28965 0.197
F -1.62430 -2.25600 3.03391 -0.144
F -2.98659 -2.91464 -1.32826 -0.213
C 0.26572 -0.80287 -1.37415 1.263
F -0.63100 6.29056 -0.26026 -0.259
F -3.40234 -0.07755 3.07740 -0.069
C -2.63629 -0.55047 5.21536 -0.587
H -1.32905 1.21620 -3.99428 -1.209
C -2.18800 -1.08864 7.43712 0.881
F -1.81067 -4.74902 -1.62442 -0.303
H -0.13391 1.02411 1.01919 -0.670
H -3.11468 0.37741 5.53224 0.481
F -4.76534 -1.20341 4.35457 -0.349
C -2.75671 -0.42533 -3.89468 0.408
H -1.98398 3.06067 0.53528 -0.578
C -0.93258 4.22197 -4.51305 -0.455
C -0.68065 4.72209 -3.09251 -0.723
H -1.15799 5.05844 -5.17524 0.462
C -2.06590 -3.59736 -5.98934 0.345
H 6.66770 1.19136 1.19503 -0.171
C -4.93429 2.04237 0.89996 -0.702
C -2.91324 -2.37819 3.47260 0.034
F -1.23666 -0.12753 7.44631 -0.278
H 3.95153 -3.34032 -2.89886 0.328
H -3.74040 -0.07024 -6.95548 0.364
H 1.37628 -3.09322 4.64585 0.412
H -5.72001 1.98775 0.13903 0.345
H 5.89258 0.08159 3.33184 0.238
C -1.53002 0.27016 -4.50505 1.278
H 2.89710 0.82019 5.12360 0.365
H -3.69721 0.90436 -0.45038 -0.095
C -3.91760 4.03247 0.38209 -0.697
C 1.65641 -0.10543 0.34787 1.292
H -1.75188 3.49917 -4.49243 0.053
C 2.65716 -0.00355 4.45386 -0.205
F -0.96760 -3.19534 -5.30456 -0.141
C -2.51573 3.05454 3.80384 -0.017
H -1.31242 -0.16664 -6.56437 0.268
C 6.54088 -0.44709 2.63323 -0.285
F 1.95593 3.19336 1.68271 -0.098
C 1.87591 -3.79135 -2.89340 0.957
H 0.08233 2.64130 -5.53499 0.269
H -2.61380 3.02545 -1.05391 -0.215
H -4.80916 -4.18671 -2.90681 0.352
C 7.27095 0.39404 1.64171 -0.225
H 3.51561 -6.40496 -3.47518 0.306
H -2.65346 -2.98200 8.33372 0.215
H 8.75318 -0.78138 0.54621 0.269
H 3.97939 -2.94197 3.92008 0.416
H -2.91523 -3.18282 4.21946 0.202
H -4.46625 4.40750 -0.48730 0.340
Cl -2.74161 3.23968 5.57290 -0.186
O 2.61847 5.00344 0.57911 -0.517
H -0.02690 5.60396 -3.13470 0.283
C 0.60948 6.35475 0.30170 0.891
H 4.96174 -1.17179 1.23643 -0.150
C 3.13547 -3.33439 -3.62406 -0.440
C -3.06520 -4.24142 -1.56307 1.250
H 1.43889 6.51128 2.29845 0.163
H 0.81808 1.91771 -3.31547 -0.080
H -5.26313 1.48012 1.77423 0.276
C 0.33568 3.44484 -4.84960 -0.647
H 8.08603 0.98584 2.07123 0.421
H 5.65033 -2.39411 2.27732 0.061
H 1.31134 -0.63206 6.03287 0.291
H -0.71242 -1.80352 0.23351 0.070
H 2.02804 0.88115 0.06831 -0.322
H -3.25094 0.16224 -3.11341 0.093
F -0.77546 -2.98462 7.71802 -0.199
O 2.18858 -5.15162 -2.62214 -0.465
C 4.26482 3.72213 1.64367 0.039
H 4.11237 4.34497 2.52844 0.254
```

Summary:
E_HOMO	-9.23	eV
SMILES string	FC(F)C(F)(F)COC(F)(F)C(F)F.FC(F)C(F)(F)COC(F)(F)C(F)F.FC(F)C(F)(F)COC(F)(F)C(F)F.C1CCOC1.C1CCOC1.C1CCOC1.C1CCOC1.C1CCOC1.C1CCOC1.C1CCOC1.ClCCl
Kohn-Sham gap	9.664	eV


Formula: C44H71N4O4P3PtS2
Source: the Open Molecules 2025 dataset
Level of theory: ωB97M-V/def2-TZVPD

Geometry as XYZ:
```
129
Properties=species:S:1:pos:R:3:mulliken_charge:R:1
H -3.93300 1.52360 -1.49170 0.067
C -4.69000 2.71030 2.15930 0.279
C -1.31630 3.97870 -0.47360 -0.646
H 3.22530 2.60870 -0.74410 0.197
C 1.97360 0.68060 4.15100 -1.877
H 4.83620 -1.97410 -1.65400 0.384
H 4.67520 0.50660 -0.12850 0.179
N 4.45840 -0.03660 -0.95710 -0.449
Pt -0.94940 -0.33810 -0.05590 1.030
N 2.12230 -2.10610 2.93170 0.301
H -1.32820 -2.90340 -6.75070 0.353
H 0.69500 -1.22680 -6.91210 0.274
C -0.52040 -4.01750 -1.08200 1.822
P 0.34910 -0.24880 2.00030 0.774
H -6.99670 0.98920 0.49800 0.569
H 2.60650 1.10260 0.79990 -0.207
H -6.56170 3.40120 1.33380 0.520
C 3.27280 -6.02340 3.60700 -0.599
H -3.30690 -0.23420 -4.94770 0.230
C 0.40960 -2.96550 1.51880 -0.203
H -3.16540 -3.16330 0.26490 0.460
C 0.84330 4.55220 -1.34930 -1.235
C -1.61150 0.96600 -6.84130 -1.235
C -3.10200 1.71990 0.47640 2.048
H 2.82450 1.29450 4.44030 0.547
C -4.00120 2.23330 -0.66510 -1.221
H 3.13890 3.63870 -2.17280 0.411
H -1.67720 6.42670 -1.82200 0.303
C 2.54910 -3.37770 3.08270 0.104
H -1.30440 6.70080 -0.12300 0.330
H 3.55450 -7.04130 3.82830 0.415
H -2.62560 2.17930 2.52680 -0.193
C -5.52450 3.28060 1.01340 -1.222
C -0.01490 -2.29550 -5.16960 1.504
H -5.14710 4.26880 0.73580 0.571
H -3.75300 1.27020 -4.13990 -0.009
C -0.49880 -5.43740 -0.52110 -1.840
H -1.30080 0.62490 3.60170 0.400
H -5.87710 0.29170 -0.67870 0.440
H -2.61010 -2.49840 1.80140 0.326
C -0.89230 6.35240 -1.06920 -1.699
O 3.37420 -3.14380 0.40470 -0.605
C -3.63340 0.32650 0.86340 -2.084
C 3.74970 -3.66480 3.74370 -0.702
C -3.23020 2.61280 1.72650 -0.786
C 0.35810 2.28160 -0.79280 0.469
H 1.46070 -6.58120 2.59740 0.480
H -3.57140 -0.33350 -0.00880 0.266
H -0.33480 -0.69570 4.29610 0.645
C 3.37600 -2.06920 -0.13680 0.399
H 4.38660 -2.84680 4.04490 0.473
H 0.64330 1.22980 -0.73070 -0.838
H -2.28410 4.33630 -0.16440 0.689
C 1.06160 -1.89790 2.16510 -1.178
H -0.60120 1.31560 -7.04370 0.318
H -0.32860 -6.13230 -1.34260 0.516
H -1.44100 -5.69990 -0.04730 0.386
C -3.40280 0.84220 -5.07520 -0.986
H -6.24990 1.38770 2.85790 0.548
H 1.65360 3.11440 3.05870 0.571
H -4.13690 1.04020 -5.85300 0.513
H -3.01330 -0.08240 1.66640 -0.342
H 1.75850 -2.53590 -6.36680 0.478
C -5.95050 0.94940 0.18920 -1.457
H -3.65980 3.19800 -1.03290 0.780
H -2.14470 2.54470 -5.47210 0.436
C -0.85360 -0.34670 3.40540 -1.652
H 1.69240 -1.01780 -5.46680 0.276
S -2.21160 -0.40450 -2.32500 -0.588
H 5.03120 -5.18370 4.50120 0.420
C 1.10490 -1.73080 -6.03930 -1.405
H 2.62760 1.94240 -2.26230 0.084
O 2.28630 -1.34270 -0.30790 1.191
H -1.76950 -2.89780 -2.47610 0.358
H -2.23930 -4.18790 1.40950 0.509
H 2.25820 -0.36370 4.25020 0.233
C -1.63860 -3.91960 -2.12390 -1.764
H 1.52650 5.29930 -1.72520 0.310
C 1.60800 0.98670 2.70260 2.165
H -4.62720 0.92860 3.37700 0.430
H 1.01540 -4.36050 -2.57370 0.747
S 1.14310 -0.06460 -3.04980 -0.558
C 1.74350 -4.46150 2.61940 0.118
C -0.96330 2.61170 -0.38960 1.819
C 0.99260 2.38170 2.59780 -1.781
H 5.48510 -1.69670 -0.03510 0.374
H -1.61710 -0.12030 -6.86350 0.066
H 0.85230 -2.66490 -2.05810 -0.296
C 4.10260 -4.97050 3.99270 -0.738
P -0.80180 -2.65740 0.19190 1.872
O -0.94520 -1.27130 -4.81410 0.234
H -1.38550 -4.54980 -2.97660 0.467
H 1.62500 -3.85040 -0.99760 0.329
H -5.43070 -0.60180 1.59650 0.347
H 0.30580 -5.55490 0.19740 0.270
H -6.05690 2.74130 -1.00280 0.354
H 0.41380 -2.72080 -4.25500 -0.531
H -2.27970 1.34240 -7.61290 0.522
C 2.85820 0.89910 1.83640 -1.555
C -5.44600 2.33940 -0.18790 0.173
H 2.49030 -0.56590 -0.87400 -0.562
C 2.64490 2.83220 -1.63820 -1.202
C 1.24970 3.22220 -1.26160 0.548
N 0.68360 -4.21130 1.81930 -0.456
H -4.75470 3.37690 3.02750 0.327
H -0.07340 7.00660 -1.35730 0.424
H 1.15620 0.91150 4.82710 0.355
P -0.71890 -0.13850 -3.67860 0.318
H 5.03200 0.30250 -1.71580 0.257
H -0.19310 -4.16480 -6.23540 0.384
C 4.65450 -1.45400 -0.71070 -1.168
H 3.59490 1.62820 2.17220 0.653
H -1.64450 -1.05670 3.16910 0.213
H 0.03430 2.42210 3.11210 0.312
H -1.59360 -3.76050 -5.23380 0.362
N -1.71980 1.59360 0.05740 0.040
H 3.28660 -0.09670 1.91760 0.234
C 0.82890 -3.70330 -1.72370 -1.590
C -5.20700 1.32510 2.53890 -1.445
C 2.10210 -5.77600 2.92510 -0.391
H -2.59390 -4.26490 -1.73000 0.297
C -2.36250 -3.18890 0.99840 -1.680
O -1.03760 1.20930 -4.49550 -0.433
C -5.08890 0.40400 1.32560 0.379
H 0.83900 2.66220 1.55710 0.271
C -0.83420 -3.35460 -5.89590 -1.605
H -2.84320 3.61120 1.54000 0.590
C -2.06420 1.44850 -5.46590 0.556
C -0.43630 4.92670 -0.95770 0.025
```

Summary:
E_HOMO	-6.07	eV
ΔE to the lowest compared entry with this formula, charge and spin	21.51	kcal per mole
Kohn-Sham gap	5.241	eV